Computed, not measured: a structure of composition C54H41ClIrN5O8 in a non-equilibrium geometry, with ωB97M-V/def2-TZVPD.

Atoms and positions in Å:
C: 2.5543 -1.4136 2.4129
C: 2.9895 -1.1963 3.7455
H: 6.9416 -4.6450 1.1234
C: -1.0702 3.0295 4.1884
C: -3.6519 2.5058 -0.6076
H: 0.5419 -3.1820 -4.7199
H: -2.1929 1.3743 0.4906
H: -0.1350 1.9529 -4.4291
C: 0.6607 1.5724 3.1373
H: 0.0390 0.0137 5.2538
H: 2.9209 -4.8325 -0.0731
C: 4.6920 -5.1144 3.6178
N: 1.4406 -1.8812 -0.3219
C: -2.5967 -4.4469 -4.7182
C: -1.2679 8.0865 -4.8132
H: 7.9466 -6.5999 1.7226
H: -3.7729 4.4213 7.0609
C: -4.3521 2.6457 -1.8010
H: -1.2584 8.7957 -5.6365
C: -4.7033 -5.4313 -5.1612
C: -1.4812 1.1540 6.1795
H: 8.4975 -5.2045 2.6789
C: 0.5596 2.7314 -1.6726
H: -2.1880 7.4975 -4.8514
C: 1.4377 -3.9143 -1.3853
O: -3.0549 -1.9834 1.8043
C: -2.2697 2.3009 6.1419
C: 0.4186 1.5174 -2.2703
H: -1.2382 8.6376 -3.8688
H: 2.3945 0.3492 5.1969
C: 8.0350 -6.1928 2.7338
H: -0.9968 -4.5176 -6.1326
H: -1.6776 0.4122 6.9449
H: -4.0041 -4.2256 -3.0951
C: 2.3051 -0.1044 4.2215
C: -4.1183 1.7372 -2.8261
H: 1.1724 -4.6861 -2.0922
C: -2.1461 -3.2628 -2.6736
C: -0.5060 0.9466 5.2342
C: -2.7208 1.4949 -0.4442
C: -0.6128 4.8700 -2.2260
C: 0.9215 3.7631 1.8220
H: -4.6632 3.3550 5.9460
C: -0.0971 1.2333 -3.6242
C: -0.4561 -3.4142 -4.3629
C: 0.3979 3.9556 -2.4968
C: -0.8199 5.9861 -3.0291
C: -0.2627 1.8758 4.1928
O: -0.7368 -2.2699 1.3912
H: 2.7942 -4.1414 3.7547
C: -0.8611 -2.9515 -3.1110
C: 0.7270 2.8776 -0.2437
N: -1.5158 -0.4217 -1.2782
N: 0.6656 1.8462 0.6759
H: 3.7231 -1.7820 4.2748
H: 1.0628 4.4480 2.6453
C: -2.4405 0.5920 -1.4859
O: 6.7821 -6.1392 3.3853
C: 0.9148 4.0684 0.4524
H: -2.4692 -2.9212 -1.6959
H: 2.0253 3.5155 -3.8207
C: 1.2167 4.2049 -3.6018
C: 1.4718 0.3561 3.1686
C: -3.1781 0.7308 -2.6775
C: 3.8872 -3.4718 2.0346
O: -3.2265 2.4132 7.1098
C: 3.7174 -4.2321 3.1940
N: 1.6447 -0.4151 2.0909
C: -0.0243 -2.0703 -2.2583
C: -4.1986 3.4221 6.9322
H: -5.2549 -4.5043 -4.9899
C: -3.0142 -4.0046 -3.4695
C: 0.7698 2.3888 1.9344
H: 4.5585 -5.7099 4.5123
C: 2.3199 -3.9849 -0.3638
H: -4.9535 3.2593 7.6975
C: -0.4169 -0.6166 -2.2698
Ir: 0.6063 -0.1371 0.3385
H: -1.2721 4.6903 -1.3847
C: -2.0520 3.2435 5.1432
H: -1.6233 6.6674 -2.7876
C: -0.5638 -0.0129 -3.6496
H: -5.0751 3.4428 -1.9268
H: 8.6612 -6.8522 3.3279
C: -1.3095 -4.1580 -5.1594
H: -1.0095 -0.5310 -4.4874
H: -4.6686 1.8144 -3.7569
H: -4.7318 -6.0360 -4.2514
H: -0.9481 3.7625 3.4038
O: -1.5267 -2.0430 3.6106
C: 1.0219 5.3088 -4.4133
H: -3.0358 0.0114 -3.4740
H: -5.1713 -5.9844 -5.9711
N: 0.5129 0.3140 -1.6176
Cl: -1.7349 -1.6321 2.2470
C: 5.8689 -5.2578 2.8890
H: -2.6485 4.1436 5.0851
C: 2.2831 -2.7191 0.3325
C: -0.0037 6.2035 -4.1313
C: 0.8902 -2.5768 -1.3815
O: -0.1271 7.2699 -4.9782
H: 1.6585 5.4969 -5.2694
C: 2.8820 -2.4802 1.5718
O: -3.3752 -5.1728 -5.5725
C: 5.0541 -3.6511 1.3031
H: 1.0278 5.0408 -0.0026
C: 6.0458 -4.5341 1.7179
H: -3.8324 3.1902 0.2141
H: 5.1936 -3.0839 0.3901
O: -1.5394 -0.1905 2.1357

**Max |F|**: 0.028 hartree/bohr
**Multiplicity**: 6
**Net charge**: -1
**LUMO (spin up / spin down)**: 2.106 / 0.791 eV

Results of the Mulliken charge analysis, in e, for atoms 1 through 4:
1. C 0.23
2. C -0.93
3. H 0.37
4. C -0.67